Entry 1:
Here is a cluster of 14 separate species, C14H56N28O14 in total from the Open Molecules 2025 dataset. Energies are from ωB97M-V with the def2-TZVPD basis set.

Each line ends with the Löwdin charge.
CARTESIAN COORDINATES (ANGSTROEM)
C1 -17.718 3.560 0.530  -0.645
O1 -17.893 2.688 1.384  -0.015
N1 -17.086 3.324 -0.663  0.195
N2 -18.006 4.881 0.683  0.172
H1 -16.771 4.073 -1.252  0.038
H2 -16.829 2.391 -0.935  0.060
H3 -18.657 5.203 1.374  0.049
H4 -17.734 5.553 -0.015  0.044
C2 -13.579 5.825 0.490  -0.672
O2 -12.465 5.730 0.952  0.039
N3 -13.991 5.097 -0.616  0.150
N4 -14.586 6.648 0.974  0.165
H5 -13.462 4.256 -0.757  0.090
H6 -14.879 5.250 -1.066  0.032
H7 -15.295 6.818 0.281  0.039
H8 -14.364 7.267 1.731  0.092
C3 -16.698 7.036 -2.296  -0.641
O3 -16.676 5.958 -1.698  -0.051
N5 -15.568 7.756 -2.535  0.184
N6 -17.827 7.606 -2.797  0.191
H9 -14.704 7.303 -2.284  0.099
H10 -15.516 8.689 -2.894  0.102
H11 -17.719 8.498 -3.242  0.099
H12 -18.770 7.238 -2.635  0.063
C4 -20.318 4.281 4.984  -0.689
O4 -19.818 4.745 5.991  0.041
N7 -21.444 3.499 4.950  0.153
N8 -19.684 4.431 3.776  0.144
H13 -21.890 3.342 5.835  0.105
H14 -21.835 3.219 4.072  0.086
H15 -18.758 4.815 3.769  0.106
H16 -20.089 4.144 2.903  0.076
C5 -19.985 0.186 -2.170  -0.678
O5 -20.387 0.696 -1.127  -0.013
N9 -20.828 -0.223 -3.175  0.144
N10 -18.653 0.040 -2.423  0.176
H17 -21.793 0.005 -3.027  0.097
H18 -20.395 -0.384 -4.064  0.087
H19 -18.039 0.279 -1.653  0.057
H20 -18.313 -0.387 -3.263  0.097
C6 -20.675 5.606 -2.144  -0.651
O6 -20.482 6.530 -2.934  -0.006
N11 -21.849 5.469 -1.460  0.165
N12 -19.764 4.625 -1.871  0.177
H21 -21.941 4.767 -0.752  0.095
H22 -22.625 6.069 -1.664  0.105
H23 -18.865 4.697 -2.314  0.059
H24 -20.104 3.780 -1.451  0.099
C7 -17.984 -1.163 1.831  -0.640
O7 -16.783 -0.983 2.036  -0.019
N13 -18.773 -0.195 1.311  0.184
N14 -18.530 -2.410 1.922  0.159
H25 -18.318 0.652 1.001  0.058
H26 -19.769 -0.279 1.253  0.091
H27 -17.970 -3.206 2.161  0.100
H28 -19.504 -2.617 1.802  0.092
C8 -14.301 2.074 2.915  -0.715
O8 -13.393 1.660 3.630  0.008
N15 -14.616 3.396 2.775  0.173
N16 -15.023 1.229 2.136  0.174
H29 -15.410 3.644 2.209  0.075
H30 -14.316 4.034 3.490  0.109
H31 -14.877 0.239 2.151  0.080
H32 -15.758 1.551 1.524  0.060
C9 -18.648 4.165 -5.599  -0.675
O9 -17.808 4.693 -6.314  0.005
N17 -18.378 3.615 -4.372  0.174
N18 -19.937 4.037 -6.029  0.151
H33 -19.163 3.270 -3.857  0.075
H34 -17.404 3.580 -4.120  0.078
H35 -20.666 3.475 -5.635  0.091
H36 -20.054 4.386 -6.965  0.102
C10 -20.876 7.519 1.362  -0.648
O10 -19.827 7.049 0.943  0.007
N19 -21.652 6.900 2.295  0.174
N20 -21.386 8.705 0.893  0.159
H37 -21.312 6.016 2.628  0.071
H38 -22.370 7.416 2.767  0.101
H39 -21.988 9.265 1.468  0.097
H40 -20.840 9.167 0.188  0.096
C11 -16.469 9.472 0.556  -0.667
O11 -15.543 9.499 1.342  0.038
N21 -16.815 10.569 -0.203  0.146
N22 -17.311 8.398 0.386  0.158
H41 -16.344 11.430 0.003  0.101
H42 -17.653 10.553 -0.751  0.080
H43 -17.189 7.679 1.081  0.089
H44 -18.241 8.526 0.031  0.064
C12 -17.488 0.782 5.294  -0.677
O12 -17.776 -0.066 6.130  0.000
N23 -16.213 1.265 5.201  0.174
N24 -18.385 1.351 4.435  0.165
H45 -15.656 0.932 5.966  0.109
H46 -15.918 1.853 4.446  0.054
H47 -18.115 1.857 3.609  0.056
H48 -19.350 1.124 4.582  0.090
C13 -15.262 -0.284 -0.924  -0.620
O13 -16.288 0.392 -0.812  -0.031
N25 -14.309 -0.038 -1.881  0.170
N26 -15.058 -1.417 -0.192  0.175
H49 -13.737 -0.859 -1.991  0.088
H50 -14.382 0.625 -2.635  0.069
H51 -15.648 -1.514 0.624  0.062
H52 -14.186 -1.891 -0.330  0.097
C14 -14.580 3.432 -4.265  -0.658
O14 -15.074 2.570 -3.531  -0.010
N27 -13.406 4.037 -3.896  0.161
N28 -14.948 3.640 -5.548  0.173
H53 -12.816 4.577 -4.500  0.097
H54 -13.111 3.965 -2.940  0.080
H55 -14.514 4.341 -6.117  0.105
H56 -15.535 2.954 -5.986  0.109

Calculated values
HOMO: -8.37 eV
orbital gap: 8.174 eV
DFT total energy: -85830.70174 eV
energy relative to the best compared isomer or geometry (same formula, charge and spin): 41.7 kcal/mol
largest force on an atom: 0.048 hartree/bohr
E_LUMO: -0.2 eV

---

Entry 2:
Here is a cluster of 14 separate species, C14H56O14 in total from the Open Molecules 2025 dataset. Energies are from ωB97M-V with the def2-TZVPD basis set.

Each line ends with the Löwdin charge.
CARTESIAN COORDINATES (ANGSTROEM)
C1 15.645 10.086 19.084  -0.149
O1 15.127 9.587 20.315  -0.138
H1 16.652 9.734 18.861  0.068
H2 14.921 9.786 18.326  0.084
H3 15.698 11.171 19.167  0.052
H4 15.504 10.095 21.038  0.011
C2 14.391 12.476 23.998  -0.123
O2 12.967 12.261 23.891  -0.125
H5 14.824 12.361 24.992  0.054
H6 14.893 11.804 23.302  0.068
H7 14.609 13.515 23.753  0.059
H8 12.744 11.406 24.266  0.020
C3 18.057 10.512 22.010  -0.126
O3 16.730 10.196 22.450  -0.131
H9 18.133 10.817 20.966  0.080
H10 18.439 11.405 22.504  0.059
H11 18.809 9.775 22.291  0.081
H12 16.725 10.153 23.409  0.048
C4 12.671 14.824 26.448  -0.154
O4 11.729 15.664 27.101  -0.102
H13 13.114 15.157 25.509  0.045
H14 13.578 14.696 27.039  0.066
H15 12.182 13.867 26.268  0.078
H16 10.889 15.516 26.661  0.071
C5 13.293 12.637 20.604  -0.185
O5 13.788 13.028 19.381  -0.108
H17 12.222 12.462 20.499  0.087
H18 13.744 11.732 21.008  0.061
H19 13.553 13.328 21.405  0.057
H20 14.672 13.378 19.512  0.024
C6 16.216 12.881 29.100  -0.163
O6 15.587 13.461 27.991  -0.142
H21 16.031 11.808 29.044  0.062
H22 17.276 13.072 28.937  0.077
H23 15.847 13.217 30.069  0.080
H24 14.857 12.883 27.756  0.017
C7 9.977 13.109 23.202  -0.163
O7 8.825 13.144 24.044  -0.119
H25 10.724 13.852 23.481  0.056
H26 10.433 12.130 23.055  0.067
H27 9.727 13.392 22.180  0.074
H28 8.084 12.670 23.659  0.071
C8 13.131 10.875 28.427  -0.103
O8 13.638 11.500 27.251  -0.161
H29 12.287 11.410 28.864  0.089
H30 12.793 9.893 28.098  0.074
H31 13.982 10.745 29.095  0.077
H32 13.094 11.313 26.482  0.042
C9 12.330 8.844 24.852  -0.108
O9 11.789 10.067 25.330  -0.149
H33 13.012 8.514 25.636  0.078
H34 11.555 8.125 24.588  0.091
H35 12.833 9.121 23.926  0.091
H36 11.010 9.753 25.795  0.097
C10 12.589 16.105 22.860  -0.163
O10 12.646 17.319 22.156  -0.111
H37 11.876 15.506 22.294  0.079
H38 13.536 15.572 22.779  0.051
H39 12.239 16.302 23.874  0.075
H40 13.253 17.964 22.527  0.072
C11 16.199 9.907 26.071  -0.129
O11 17.025 8.982 25.330  -0.111
H41 16.216 10.936 25.712  0.049
H42 15.168 9.564 26.153  0.062
H43 16.478 9.829 27.122  0.083
H44 17.948 9.191 25.492  0.074
C12 18.181 12.817 25.674  -0.147
O12 17.401 12.998 24.531  -0.147
H45 17.507 12.900 26.526  0.055
H46 18.617 11.818 25.657  0.079
H47 18.886 13.646 25.731  0.084
H48 17.224 13.929 24.378  0.021
C13 16.859 13.938 21.393  -0.096
O13 16.404 13.708 20.035  -0.133
H49 16.703 13.022 21.963  0.053
H50 17.879 14.316 21.459  0.091
H51 16.144 14.642 21.817  0.073
H52 17.093 13.348 19.471  0.085
C14 16.097 16.415 24.544  -0.124
O14 17.271 15.698 24.246  -0.119
H53 16.159 17.371 24.024  0.088
H54 15.233 15.949 24.070  0.046
H55 15.818 16.470 25.597  0.095
H56 17.972 16.130 24.741  0.100

Calculated values
HOMO: -8.89 eV
orbital gap: 9.124 eV
DFT total energy: -44084.40462 eV
energy relative to the best compared isomer or geometry (same formula, charge and spin): 50.3 kcal/mol
largest force on an atom: 0.035 hartree/bohr
E_LUMO: 0.2 eV

---

Entry 3:
Here is a cluster of 14 separate species, C14H56O14 in total from the Open Molecules 2025 dataset. Energies are from ωB97M-V with the def2-TZVPD basis set.

Each line ends with the Löwdin charge.
CARTESIAN COORDINATES (ANGSTROEM)
C1 -0.069 -0.556 -0.032  -0.123
O1 0.413 -0.939 -1.325  -0.156
H1 0.339 -1.251 0.701  0.074
H2 0.279 0.454 0.241  0.075
H3 -1.169 -0.512 0.013  0.063
H4 0.126 -0.243 -1.969  0.049
C2 4.296 0.689 0.491  -0.157
O2 4.688 0.890 1.861  -0.150
H5 4.364 1.647 -0.019  0.070
H6 5.015 0.026 -0.031  0.078
H7 3.309 0.239 0.389  0.065
H8 4.410 0.116 2.390  0.037
C3 2.561 -2.242 -4.333  -0.122
O3 2.052 -1.823 -5.633  -0.139
H9 2.351 -1.507 -3.565  0.070
H10 2.091 -3.189 -4.054  0.050
H11 3.631 -2.472 -4.411  0.079
H12 1.791 -2.635 -6.071  0.061
C4 3.774 -1.907 4.410  -0.136
O4 3.257 -0.764 3.720  -0.157
H13 3.742 -2.808 3.777  0.076
H14 4.832 -1.721 4.596  0.079
H15 3.249 -2.110 5.344  0.076
H16 2.271 -0.767 3.759  0.050
C5 -1.711 -2.168 2.574  -0.112
O5 -2.413 -1.138 3.303  -0.130
H17 -1.810 -2.054 1.500  0.067
H18 -0.653 -2.219 2.857  0.075
H19 -2.087 -3.177 2.803  0.093
H20 -2.612 -1.498 4.173  0.100
C6 -3.032 0.930 -1.818  -0.133
O6 -3.008 1.817 -2.944  -0.114
H21 -2.475 0.025 -2.067  0.083
H22 -2.504 1.331 -0.947  0.063
H23 -4.057 0.691 -1.534  0.081
H24 -3.352 2.662 -2.631  0.094
C7 -0.144 0.613 -4.412  -0.099
O7 -0.268 1.110 -3.058  -0.168
H25 0.895 0.684 -4.728  0.079
H26 -0.505 -0.412 -4.534  0.075
H27 -0.694 1.263 -5.105  0.087
H28 -1.176 1.468 -2.973  0.037
C8 0.230 1.091 3.954  -0.091
O8 0.572 -0.276 4.246  -0.146
H29 1.151 1.650 4.040  0.071
H30 -0.034 1.125 2.888  0.074
H31 -0.620 1.454 4.518  0.088
H32 -0.221 -0.769 4.457  0.055
C9 0.120 3.639 -1.080  -0.153
O9 1.027 4.508 -0.412  -0.151
H33 -0.911 3.937 -0.888  0.068
H34 0.262 3.694 -2.168  0.079
H35 0.214 2.597 -0.760  0.060
H36 1.911 4.156 -0.570  0.077
C10 0.962 -4.413 -0.456  -0.167
O10 1.471 -3.491 -1.404  -0.152
H37 -0.125 -4.577 -0.582  0.075
H38 1.395 -5.392 -0.687  0.078
H39 1.194 -4.138 0.577  0.065
H40 0.977 -2.643 -1.336  0.029
C11 -0.721 -3.868 -3.815  -0.181
O11 -1.667 -4.725 -3.221  -0.110
H41 0.261 -4.317 -3.723  0.062
H42 -0.933 -3.713 -4.884  0.082
H43 -0.638 -2.881 -3.341  0.068
H44 -2.526 -4.297 -3.261  0.075
C12 -4.950 0.456 1.437  -0.113
O12 -3.516 0.408 1.251  -0.179
H45 -5.387 -0.537 1.291  0.082
H46 -5.227 0.867 2.408  0.084
H47 -5.342 1.109 0.659  0.068
H48 -3.105 -0.078 2.011  0.049
C13 1.899 3.478 1.835  -0.137
O13 2.652 4.657 1.474  -0.121
H49 0.986 3.445 1.246  0.054
H50 2.453 2.558 1.588  0.070
H51 1.706 3.469 2.914  0.071
H52 3.448 4.676 2.012  0.079
C14 -3.350 3.723 1.146  -0.195
O14 -2.201 2.976 1.119  -0.139
H53 -3.086 4.748 0.898  0.083
H54 -4.110 3.336 0.456  0.072
H55 -3.796 3.768 2.156  0.084
H56 -2.424 2.045 1.298  0.044

Calculated values
HOMO: -9.47 eV
orbital gap: 9.245 eV
DFT total energy: -44085.18612 eV
energy relative to the best compared isomer or geometry (same formula, charge and spin): 32.3 kcal/mol
largest force on an atom: 0.035 hartree/bohr
E_LUMO: -0.2 eV

---

Entry 4:
Here is a structure of composition C14H58Cu2F2N3O19S2 from the Open Molecules 2025 dataset. Energies are from ωB97M-V with the def2-TZVPD basis set.

Each line ends with the Mulliken spin population.
CARTESIAN COORDINATES (ANGSTROEM)
Cu1 2.761 -17.383 -6.538  0.000
Cu2 -1.491 -14.039 -7.392  0.774
N1 -3.104 -13.896 -6.072  0.010
S1 -4.559 -13.265 -6.080  -0.001
O1 -5.068 -12.449 -4.952  0.002
O2 -5.495 -14.043 -6.845  0.001
F1 -4.389 -12.116 -7.229  0.000
S2 -3.419 -14.604 -4.609  -0.004
O3 -4.487 -15.633 -4.508  0.002
O4 -3.142 -13.784 -3.412  -0.010
F2 -2.080 -15.482 -4.672  -0.001
O5 -0.012 -13.592 -6.001  0.221
H1 -0.519 -13.610 -5.166  -0.023
O6 1.323 -17.239 -8.065  0.000
H2 0.655 -17.154 -8.772  0.001
C1 2.103 -12.796 -1.645  0.000
C2 1.652 -12.836 -3.073  0.002
C3 2.594 -12.317 -4.120  0.002
O7 1.158 -14.139 -3.356  0.000
H3 1.466 -12.866 -0.764  0.001
H4 2.855 -12.014 -1.535  0.000
H5 2.829 -13.604 -1.552  0.000
H6 0.808 -12.153 -3.176  -0.003
H7 3.609 -12.642 -3.889  0.000
H8 2.552 -11.229 -4.062  0.000
H9 2.298 -12.531 -5.146  0.001
H10 0.655 -14.153 -4.173  0.003
C4 -1.352 -8.692 -4.247  0.000
C5 -0.812 -8.318 -5.559  0.000
C6 -0.760 -6.815 -5.706  0.000
O8 0.556 -8.612 -5.597  0.000
H11 -1.079 -9.625 -3.753  0.000
H12 -2.425 -8.737 -4.433  0.000
H13 -1.243 -7.853 -3.560  0.000
H14 -1.251 -8.701 -6.480  0.000
H15 0.066 -6.327 -5.189  0.000
H16 -1.673 -6.370 -5.309  0.000
H17 -0.772 -6.504 -6.751  0.000
H18 0.478 -9.407 -6.129  0.000
O9 -1.118 -16.196 -7.440  0.007
H19 -0.356 -16.646 -7.803  0.000
H20 -1.716 -16.900 -7.188  0.000
O10 -1.703 -12.061 -8.322  0.004
H21 -1.003 -11.417 -8.215  -0.001
H22 -2.446 -11.556 -8.651  0.001
O11 -2.669 -14.658 -9.367  0.017
H23 -2.875 -15.568 -9.582  0.000
H24 -2.419 -14.265 -10.203  -0.001
O12 0.809 -11.095 -7.144  0.000
H25 0.739 -11.895 -6.622  -0.007
H26 1.688 -11.130 -7.521  0.000
O13 0.319 -14.247 -8.938  0.006
H27 1.017 -13.800 -9.418  0.000
H28 0.735 -15.034 -8.588  -0.001
O14 2.652 -13.429 -10.518  0.000
H29 2.896 -12.888 -9.767  0.000
H30 2.404 -12.800 -11.196  0.000
O15 2.149 -15.231 -5.880  -0.001
H31 1.385 -14.684 -6.064  -0.013
H32 2.413 -14.984 -4.994  0.000
O16 1.072 -18.043 -5.102  0.000
H33 1.102 -18.122 -4.148  0.000
H34 0.273 -18.504 -5.356  0.000
O17 -0.209 -15.739 -1.553  0.010
H35 -0.566 -14.927 -1.194  0.006
H36 0.279 -15.464 -2.329  0.000
C7 -0.245 -10.540 0.277  -0.008
C8 -1.069 -9.295 -0.189  0.001
C9 -2.531 -9.599 -0.653  0.000
O18 -2.536 -10.606 -1.609  0.013
C10 -3.531 -10.614 -2.689  -0.002
N2 -0.994 -8.345 0.869  0.001
H37 0.812 -10.290 0.377  0.000
H38 -0.218 -11.335 -0.467  0.006
H39 -0.625 -10.896 1.235  0.000
H40 -0.653 -8.848 -1.092  0.000
H41 -2.966 -8.711 -1.111  0.002
H42 -3.114 -9.942 0.201  0.001
H43 -3.080 -10.963 -3.617  -0.001
H44 -3.966 -9.648 -2.948  0.000
H45 -4.406 -11.222 -2.460  0.000
H46 -1.367 -8.878 1.641  0.000
H47 -0.027 -8.254 1.148  0.000
C11 -2.683 -13.633 1.467  0.053
C12 -3.374 -13.828 0.169  -0.021
C13 -4.675 -13.087 -0.003  0.131
O19 -5.647 -13.519 0.842  0.012
C14 -6.739 -12.593 1.057  0.009
N3 -2.498 -13.322 -0.815  0.839
H48 -2.219 -12.648 1.419  -0.009
H49 -1.842 -14.312 1.606  -0.001
H50 -3.410 -13.797 2.262  -0.001
H51 -3.442 -14.882 -0.100  0.010
H52 -5.067 -13.074 -1.020  -0.012
H53 -4.539 -12.034 0.240  -0.007
H54 -7.524 -13.101 1.617  0.001
H55 -7.166 -12.141 0.162  0.000
H56 -6.287 -11.890 1.757  0.000
H57 -2.842 -13.599 -1.723  -0.020
H58 -2.510 -12.319 -0.935  -0.001

Calculated values
charge: +1
HOMO (spin up / spin down): -10.80 / -10.80 eV
2S+1: 3
orbital gap (spin up / spin down): 7.890 / 3.601 eV
DFT total energy: -175202.52968 eV
largest force on an atom: 0.186 hartree/bohr
<S²>: 2.01
E_LUMO (spin up / spin down): -2.9 / -7.2 eV

---

- What is the DFT total energy in the fourth record?
  -175202.52968 eV

---

- largest force on an atom of number 1 (C14H56N28O14)?
  0.048 hartree/bohr

---

- Which value of largest force on an atom does entry 4 give?
  0.186 hartree/bohr

---

- Look up the DFT total energy of the third one.
  -44085.18612 eV